# 1
Below is a molecular structure, C27H28N4O4PPdTe, with properties calculated with ωB97M-V/def2-TZVPD.

XYZ file:
```
66
Properties=species:S:1:pos:R:3:forces:R:3:mulliken_spin:R:1
Pd 0.361 0.937 -0.194 0.7 0.5 -0.1 1.336
O -1.974 3.148 -3.102 0.0 -0.1 0.1 0.051
C -1.191 2.428 -2.499 0.2 0.2 -0.2 0.010
N -1.015 2.404 -1.163 -0.3 -0.4 0.0 0.346
C -1.642 3.470 -0.414 0.1 0.2 0.0 -0.020
C -0.952 3.570 0.911 -0.3 0.1 0.1 0.049
C -1.608 4.236 2.063 0.1 -0.1 -0.2 0.009
C -1.201 4.070 3.327 0.0 0.0 0.1 0.008
C -0.012 3.218 3.681 0.0 -0.1 0.0 0.007
C 0.448 2.522 2.392 0.1 0.2 -0.3 -0.001
N 0.129 2.910 1.039 0.2 -0.3 0.4 0.129
C -0.206 1.580 -3.261 -0.1 0.0 0.2 0.001
C -0.399 1.348 -4.612 0.0 0.0 -0.1 0.004
C 0.556 0.623 -5.302 0.0 0.0 0.0 -0.002
C 1.665 0.158 -4.610 0.0 0.0 0.0 0.002
C 1.764 0.425 -3.258 0.0 0.1 0.1 -0.005
N 0.855 1.133 -2.585 0.1 -0.2 0.0 0.038
H -2.717 3.327 -0.239 0.0 -0.1 0.0 0.004
H -1.571 4.409 -0.975 0.0 0.0 0.0 0.009
H -2.457 4.872 1.843 0.0 0.0 0.0 0.001
H -1.714 4.603 4.120 0.0 0.0 0.0 0.001
H 0.724 3.785 4.253 0.0 0.0 0.0 0.004
H 1.481 2.198 2.456 0.0 0.0 0.0 -0.006
H -1.280 1.758 -5.085 0.0 0.0 0.0 0.000
H 0.444 0.430 -6.361 0.0 0.0 0.0 0.000
H 2.447 -0.401 -5.107 0.0 0.0 0.0 0.001
H 2.603 0.052 -2.691 0.0 0.0 0.0 0.006
C 4.231 -1.745 0.155 0.0 0.0 0.0 0.002
C 3.995 -2.446 1.327 0.0 0.0 0.0 0.002
C 2.975 -2.026 2.162 0.0 0.0 0.0 -0.001
C 2.200 -0.936 1.791 0.0 0.0 0.1 0.021
N 2.414 -0.269 0.643 -0.2 0.0 -0.1 0.076
C 3.414 -0.671 -0.141 0.0 0.1 0.0 0.001
C 1.141 -0.351 2.640 0.5 -0.1 0.2 0.055
C 1.441 -0.008 4.064 0.0 -0.1 -0.2 0.024
C 0.828 0.959 4.756 -0.2 0.1 0.0 -0.009
C -0.333 1.757 4.205 0.0 0.0 0.0 0.034
C -0.508 1.369 2.720 -0.1 -0.2 0.0 -0.046
C 0.094 0.208 2.051 -0.4 0.2 0.1 0.560
H 5.035 -2.013 -0.514 0.0 0.0 0.0 0.000
H 4.606 -3.299 1.592 0.0 0.0 0.0 0.000
H 2.769 -2.536 3.094 0.0 0.0 0.0 0.000
H 3.588 -0.083 -1.031 0.0 0.0 0.0 0.005
H 2.248 -0.552 4.544 0.0 0.0 0.0 -0.001
H 1.130 1.137 5.782 0.0 0.0 0.0 0.001
H -1.211 1.675 4.849 0.0 0.0 0.0 0.000
H -1.508 1.626 2.378 0.0 0.0 0.0 -0.026
C -2.171 -3.129 -4.303 0.0 0.0 -0.1 -0.002
C -1.083 -2.829 -3.309 -0.1 0.0 0.1 0.003
O -1.722 -2.183 -2.147 0.0 -0.2 -0.3 0.030
P -0.869 -1.782 -0.897 0.0 0.1 0.0 -0.072
O 0.487 -1.255 -1.172 -0.1 0.0 0.0 0.072
Te -2.247 -0.007 0.051 -0.2 0.1 0.1 1.256
O -0.821 -2.982 0.099 -0.1 -0.2 0.2 -0.003
C -2.028 -3.658 0.577 0.1 0.0 -0.1 0.026
C -2.126 -3.468 2.067 0.0 0.0 0.1 -0.003
H -1.724 -3.489 -5.230 0.0 0.0 0.0 0.000
H -2.741 -2.228 -4.526 0.0 0.0 0.0 0.000
H -2.853 -3.893 -3.931 0.0 0.0 0.0 0.000
H -0.339 -2.137 -3.700 0.0 0.0 0.0 0.000
H -0.581 -3.732 -2.960 0.0 0.0 0.0 -0.001
H -1.910 -4.702 0.297 0.0 0.0 0.0 0.001
H -2.900 -3.267 0.050 0.0 0.1 0.0 0.005
H -1.247 -3.876 2.566 0.0 0.0 0.0 0.002
H -3.010 -3.982 2.446 0.0 0.0 0.0 0.000
H -2.203 -2.411 2.326 0.0 0.0 0.0 0.005
```
Positions in Å, forces in eV/Å.

Summary:
Lowest unoccupied orbital energy (spin up / spin down): -0.0921 / -0.2022 hartree
Frontier orbital gap (spin up / spin down): 7.92 / 5.16 eV
Net charge: +1
Energy relative to the best compared isomer or geometry (same formula, charge and spin): 83.62 kcal per mole
HOMO level (spin up / spin down): -10.42 / -10.66 eV
Spin multiplicity: 5

---

# 2
Below is 5 unconnected molecules or ions with the total composition C36H59Br2NO13S in a non-equilibrium geometry, with properties calculated with ωB97M-V/def2-TZVPD.

XYZ file:
```
112
Properties=species:S:1:pos:R:3:forces:R:3:mulliken_charge:R:1
C 1.840 5.389 3.873 -0.6 0.9 1.9 -1.369
C 0.447 5.130 4.405 -0.6 0.3 0.0 1.111
C 0.231 3.929 5.276 0.2 -1.1 -1.5 -1.015
C -0.598 5.983 4.075 0.2 -0.4 -0.1 -1.280
C -1.734 5.634 3.128 -1.1 -0.1 2.0 0.341
C -1.346 5.837 1.661 0.8 -0.4 0.2 -1.398
C -0.332 4.838 1.071 0.2 0.0 -0.3 0.713
C -0.289 5.048 -0.459 -0.5 0.1 0.9 -1.908
C -0.566 3.354 1.432 -0.1 0.4 -0.6 -0.054
C -2.032 2.883 1.307 0.6 -0.7 0.3 -1.524
C -2.602 2.055 2.494 -2.1 -0.5 -0.3 0.019
N -1.777 1.809 3.657 0.2 0.1 -0.4 0.626
C -1.083 0.605 3.501 -0.8 0.8 -0.9 -0.409
O -0.278 0.206 4.286 0.7 -0.8 0.9 -0.701
C -1.577 -0.022 2.178 -0.4 0.0 0.6 1.954
C -1.464 -1.525 1.997 0.4 -0.1 0.1 -1.537
C -0.018 -2.086 1.888 0.5 0.6 -0.4 -0.532
C 1.076 -1.020 1.704 0.9 0.0 -0.3 -0.023
S 2.687 -1.770 1.116 -0.4 -0.2 0.0 -0.267
C -2.979 0.618 2.086 0.3 -0.1 -1.7 -1.008
C -4.148 -0.082 2.782 1.1 -0.2 0.6 -1.412
Br -5.824 0.760 2.231 0.1 -0.1 0.1 -0.078
C -4.032 -0.221 4.305 -1.8 0.3 0.1 0.079
C -4.501 1.008 5.116 1.3 -0.1 0.1 -1.313
Br -5.283 -1.695 4.810 0.4 -0.1 0.1 -0.119
H 2.582 5.350 4.679 0.4 0.0 -0.3 0.443
H 1.809 6.355 3.371 0.4 0.0 0.0 0.393
H 2.030 4.614 3.131 0.1 -0.1 0.0 0.207
H -0.818 3.786 5.519 0.0 0.0 -0.1 0.163
H 0.651 3.021 4.822 -0.2 -0.2 0.2 0.191
H 0.770 4.064 6.218 0.0 0.3 -0.1 0.498
H -0.624 6.961 4.559 1.0 0.9 -1.7 0.303
H -2.556 6.330 3.340 -0.1 -0.1 -0.1 0.561
H -2.121 4.635 3.372 0.1 -0.1 -0.5 -0.460
H -2.213 5.837 0.995 -0.2 0.1 0.3 0.356
H -0.891 6.830 1.610 -0.1 0.0 -0.2 0.518
H 0.668 5.094 1.427 0.0 0.0 0.2 0.136
H 0.430 4.370 -0.916 0.0 0.1 -0.2 0.441
H -0.038 6.091 -0.652 0.1 -0.1 -0.3 0.475
H -1.300 4.874 -0.840 0.2 -0.1 -0.3 0.346
H 0.011 2.776 0.701 0.1 0.0 0.2 0.142
H -0.103 3.158 2.400 -0.4 -0.1 0.2 0.123
H -2.733 3.692 1.111 0.2 0.2 0.1 0.370
H -2.093 2.230 0.432 -0.1 0.1 -0.1 0.283
H -3.577 2.508 2.703 0.4 0.3 0.7 0.814
H -2.144 2.034 4.567 0.4 0.2 0.1 0.457
H -1.069 0.451 1.333 0.3 0.1 0.2 -0.399
H -1.977 -2.062 2.798 -0.1 0.1 0.0 0.317
H -1.981 -1.756 1.064 -0.1 0.0 0.1 0.497
H 0.033 -2.745 1.019 0.0 -0.1 0.1 0.517
H 0.256 -2.692 2.739 -0.2 0.0 0.1 0.122
H 1.338 -0.511 2.625 -0.3 0.0 0.1 0.312
H 0.831 -0.276 0.951 -0.2 0.0 0.0 -0.178
H 3.305 -0.681 0.608 -0.4 0.0 0.2 0.119
H -3.263 0.572 1.031 0.0 0.2 0.0 0.591
H -4.175 -1.091 2.381 -0.2 0.0 -0.2 0.810
H -3.060 -0.574 4.634 0.1 -0.1 -0.3 0.529
H -5.495 0.889 5.527 -0.1 0.1 -0.1 0.469
H -3.786 1.133 5.935 -0.3 0.0 0.2 0.318
H -4.431 1.913 4.515 -0.3 0.0 0.0 0.333
C 4.522 -2.984 5.939 0.1 0.1 -0.3 -1.451
C 3.250 -3.742 5.649 0.5 0.4 0.2 0.513
C 3.403 -5.239 5.593 -0.1 -0.2 0.2 -0.544
O 2.317 -5.613 4.736 0.1 0.2 -0.1 -0.343
C 2.078 -4.556 3.915 0.1 0.1 -0.1 0.566
O 1.369 -4.591 2.963 0.1 -0.2 0.0 -0.512
O 2.764 -3.459 4.327 -0.2 -0.4 0.1 -0.211
H 5.346 -3.348 5.322 0.0 -0.1 0.0 0.349
H 4.396 -1.926 5.711 -0.1 0.0 0.1 0.360
H 4.801 -3.088 6.988 -0.1 0.0 0.0 0.391
H 2.469 -3.448 6.358 0.0 -0.1 0.0 0.273
H 3.309 -5.715 6.566 -0.2 -0.1 -0.1 0.297
H 4.336 -5.557 5.123 0.1 0.1 0.0 0.310
C 0.333 -0.306 -4.689 -0.3 -0.1 0.1 -1.600
C -0.219 0.292 -3.421 0.4 -0.2 -0.5 0.629
C 0.549 -0.050 -2.172 0.3 0.2 0.1 -0.613
O -0.462 0.074 -1.161 -0.3 0.0 0.0 0.087
C -1.654 -0.187 -1.757 -0.1 -0.1 -0.1 0.353
O -2.677 -0.347 -1.167 0.1 0.0 0.0 -0.522
O -1.519 -0.247 -3.101 0.0 0.1 0.4 -0.388
H 0.566 -1.364 -4.554 0.0 0.0 0.1 0.211
H -0.394 -0.240 -5.491 0.0 0.2 0.0 0.492
H 1.243 0.211 -4.995 0.0 0.0 0.0 0.413
H -0.332 1.375 -3.536 0.0 0.0 0.1 0.246
H 1.375 0.631 -1.977 -0.1 0.0 0.2 0.369
H 0.920 -1.077 -2.159 0.0 0.0 -0.1 0.288
C 2.217 -1.042 -9.497 -0.2 0.1 0.1 -1.281
C 3.312 -1.333 -8.499 -0.5 0.0 -0.4 0.338
C 3.418 -2.774 -8.068 0.1 -0.4 -0.2 0.145
O 4.027 -2.649 -6.771 -0.1 0.2 0.1 -0.372
C 3.658 -1.438 -6.278 0.0 0.1 0.0 0.652
O 3.829 -1.086 -5.153 -0.1 0.0 0.0 -0.550
O 3.064 -0.686 -7.237 0.4 -0.2 0.2 -0.345
H 1.279 -1.506 -9.200 0.1 0.0 0.0 0.163
H 2.035 0.031 -9.561 0.1 0.0 -0.1 0.340
H 2.494 -1.413 -10.485 0.1 0.0 0.0 0.408
H 4.268 -0.960 -8.880 0.1 -0.1 0.1 0.435
H 4.044 -3.366 -8.736 0.2 0.0 0.2 0.383
H 2.452 -3.278 -7.933 0.5 0.5 -0.3 -0.082
C -1.861 -5.293 -5.335 0.0 0.2 0.3 -1.491
C -1.245 -4.590 -6.520 -0.3 -0.4 0.5 0.440
C 0.212 -4.896 -6.750 0.2 -0.2 -0.2 -0.615
O 0.659 -3.714 -7.439 -0.8 -0.1 0.3 -0.299
C -0.150 -2.692 -7.029 -0.2 0.1 0.1 0.489
O 0.055 -1.545 -7.257 0.0 -0.2 -0.3 -0.483
O -1.201 -3.165 -6.320 0.3 0.1 -0.3 -0.320
H -1.220 -5.216 -4.455 0.0 0.0 0.0 0.351
H -2.816 -4.837 -5.076 0.0 -0.1 -0.1 0.363
H -2.023 -6.348 -5.556 0.0 0.0 -0.1 0.384
H -1.839 -4.779 -7.419 0.1 0.0 -0.1 0.287
H 0.372 -5.782 -7.360 0.1 0.1 -0.1 0.346
H 0.783 -4.987 -5.824 -0.1 0.0 0.1 0.336
```
Positions in Å, forces in eV/Å.

Summary:
SMILES: CC(C)=CCC[C@H](C)CC[C@@H]1NC(=O)[C@@H](CCCS)[C@H]1[C@H](Br)[C@@H](C)Br.C[C@@H]1COC(=O)O1.C[C@@H]1COC(=O)O1.C[C@@H]1COC(=O)O1.C[C@@H]1COC(=O)O1
Lowest unoccupied orbital energy: 0.0155 hartree
Frontier orbital gap: 7.30 eV
Net charge: 0
HOMO level: -6.88 eV

---

# 3
Below is a single C14H21N3O2S2 molecule, with properties calculated with ωB97M-V/def2-TZVPD.

XYZ file:
```
42
Properties=species:S:1:pos:R:3:forces:R:3:mulliken_charge:R:1
C -6.722 0.060 1.914 0.1 -0.3 0.0 -1.121
C -6.599 -1.140 0.985 -0.1 0.2 -0.1 -0.310
C -6.311 -0.724 -0.465 -0.1 -0.3 0.2 -0.902
C -4.997 -0.032 -0.591 0.1 0.5 -0.2 0.687
C -3.754 -0.573 -0.553 0.0 0.1 0.0 -1.361
C -2.712 0.388 -0.664 -0.5 0.2 0.0 0.844
C -1.301 -0.016 -0.638 0.7 0.2 -0.1 0.256
O -0.920 -1.178 -0.587 -0.1 -0.2 0.1 -0.760
N -0.395 0.996 -0.732 0.1 0.2 0.0 -0.170
N 0.951 0.663 -0.601 0.1 -0.7 0.1 -0.185
C 1.775 1.518 0.054 -0.1 0.2 -0.1 0.268
S 1.283 3.070 0.384 -0.1 0.7 0.2 -0.572
N 3.006 1.089 0.380 0.1 -0.2 0.0 -0.105
C 3.581 -0.186 0.026 0.2 -0.1 0.0 -0.769
C 4.948 -0.305 0.727 -0.4 -0.4 0.0 0.220
C 5.750 -1.507 0.221 0.0 0.3 0.1 -0.749
C 6.495 -0.910 -0.973 -0.1 0.2 0.1 -0.561
C 6.721 0.537 -0.529 0.4 0.0 -0.3 -0.485
O 5.738 0.837 0.455 -0.2 0.1 0.1 -0.514
C -3.200 1.661 -0.784 -0.2 -0.1 0.0 -0.579
S -4.911 1.695 -0.765 0.4 -0.5 0.0 -0.115
H -6.970 -0.264 2.921 0.0 0.0 0.1 0.351
H -5.786 0.613 1.955 0.1 0.1 0.0 0.283
H -7.503 0.734 1.567 -0.1 0.1 0.0 0.294
H -7.530 -1.711 1.003 0.0 -0.1 0.0 0.342
H -5.797 -1.792 1.335 0.0 -0.1 0.0 0.315
H -6.305 -1.616 -1.095 -0.1 0.1 -0.1 0.302
H -7.106 -0.062 -0.814 -0.1 -0.1 -0.1 0.373
H -3.552 -1.624 -0.456 0.0 -0.2 0.0 0.472
H -0.561 1.972 -0.490 0.0 -0.2 0.0 0.235
H 1.050 -0.350 -0.540 0.0 0.2 0.0 0.402
H 3.672 1.796 0.662 -0.3 0.1 -0.1 0.272
H 3.709 -0.264 -1.062 0.0 -0.1 0.0 0.286
H 2.933 -1.002 0.365 0.1 0.0 0.0 0.356
H 4.779 -0.331 1.809 0.0 0.0 -0.1 0.387
H 6.457 -1.827 0.986 0.0 0.0 0.0 0.338
H 5.113 -2.346 -0.048 0.0 -0.1 0.0 0.344
H 5.874 -0.945 -1.869 0.0 0.0 0.0 0.259
H 7.431 -1.422 -1.182 0.0 0.0 -0.1 0.380
H 6.627 1.251 -1.353 0.0 -0.1 0.1 0.283
H 7.707 0.664 -0.068 -0.1 0.0 -0.1 0.304
H -2.668 2.585 -0.892 0.2 0.2 0.0 0.405
```
Positions in Å, forces in eV/Å.

Summary:
SMILES: CCCc1cc(C(=O)NNC(=S)NC[C@H]2CCCO2)cs1
Lowest unoccupied orbital energy: 0.0255 hartree
Frontier orbital gap: 9.06 eV
Net charge: 0
Energy relative to the best compared isomer or geometry (same formula, charge and spin): 0.99 kcal per mole
HOMO level: -8.37 eV